1.
Here is C47H62CdI2O9S as an isolated structure in a non-equilibrium geometry from the OMol25 dataset. Energies are from ωB97M-V with the def2-TZVPD basis set.

```
122
C47H62CdI2O9S, DFT ωB97M-V with the def2-TZVPD basis set
Cd -1.4290 -1.1181 1.7632
C 0.6740 0.4691 4.8002
O 0.4201 0.3255 3.4154
C 1.2343 1.1037 2.6320
C 2.4188 0.5538 2.1406
C 2.7369 -0.9135 2.3468
C 2.5549 -1.7433 1.0893
C 3.4976 -2.7086 0.7509
C 3.3409 -3.5425 -0.3509
C 2.2902 -3.2257 -1.2189
C 1.3660 -2.2316 -0.9484
C 0.4709 -1.7270 -2.0716
C -1.0171 -1.5883 -1.8602
C -1.8585 -2.6524 -2.1296
C -3.2457 -2.5118 -2.1235
C -3.7553 -1.2953 -1.6989
C -2.9428 -0.2110 -1.3512
C -3.6421 1.0264 -0.7876
C -2.8174 2.1484 -0.1918
C -2.8825 3.3942 -0.8093
C -2.2129 4.5207 -0.3411
C -1.4300 4.3447 0.7972
C -1.3435 3.1334 1.4557
C -0.4901 2.9760 2.6991
C 0.8741 2.4122 2.3371
C 1.7776 3.2042 1.6287
C 3.0020 2.7175 1.1962
C 3.2825 1.3707 1.4325
C 4.0406 3.5977 0.5020
C 4.2743 3.0975 -0.9299
C 3.6143 5.0660 0.4405
C 5.3607 3.5257 1.2886
C -2.0750 1.9926 1.0144
O -2.0782 0.9362 1.7780
C -2.3269 5.9024 -0.9857
C -3.3278 5.9228 -2.1430
C -2.8088 6.9216 0.0618
C -0.9556 6.3358 -1.5253
C -1.5711 -0.3468 -1.5281
O -0.7241 0.7384 -1.4300
C -0.7751 1.5588 -2.5757
C -4.1377 -3.6112 -2.7137
C -3.6527 -5.0101 -2.3124
C -5.5989 -3.4694 -2.2771
C -4.0524 -3.4566 -4.2438
C 1.3750 -1.5821 0.3228
O 0.4093 -0.8157 0.7308
C 4.2162 -4.7658 -0.6148
C 4.8871 -4.6690 -1.9945
C 5.3160 -4.9316 0.4351
C 3.3239 -6.0169 -0.5736
H 1.6242 -0.0014 5.0806
H -0.1429 -0.0298 5.3156
H 0.7098 1.5264 5.0859
H 2.0821 -1.3116 3.1252
H 3.7712 -1.0178 2.6837
H 4.3623 -2.8145 1.4000
H 2.2024 -3.7566 -2.1647
H 0.6282 -2.3717 -2.9393
H 0.8497 -0.7343 -2.3248
H -1.4028 -3.5999 -2.3966
H -4.8261 -1.1585 -1.6015
H -4.3064 0.6356 -0.0092
H -4.2694 1.4473 -1.5793
H -3.5098 3.4706 -1.6919
H -0.8838 5.1915 1.2094
H -0.9985 2.2802 3.3654
H -0.3748 3.9428 3.1967
H 1.4760 4.2226 1.4101
H 4.1991 0.9270 1.0520
H 3.3609 3.2052 -1.5194
H 4.5525 2.0424 -0.9346
H 5.0725 3.6711 -1.4131
H 2.6945 5.1877 -0.1362
H 4.3987 5.6542 -0.0439
H 3.4551 5.4690 1.4435
H 5.7935 2.5249 1.2453
H 5.1885 3.7736 2.3385
H 6.0896 4.2336 0.8793
H -4.3191 5.6117 -1.8051
H -3.0125 5.2592 -2.9518
H -3.4069 6.9369 -2.5459
H -3.7216 6.5595 0.5394
H -3.0182 7.8901 -0.4072
H -2.0607 7.0754 0.8416
H -0.6335 5.6537 -2.3160
H -0.2029 6.3114 -0.7349
H -0.9958 7.3524 -1.9351
H -1.7786 1.9536 -2.7581
H -0.4543 1.0110 -3.4728
H -0.0954 2.3937 -2.3987
H -3.5897 -5.0750 -1.2264
H -2.6693 -5.2404 -2.7293
H -4.3531 -5.7675 -2.6766
H -5.6681 -3.4075 -1.1908
H -6.1700 -4.3381 -2.6190
H -6.0616 -2.5789 -2.7124
H -3.0206 -3.5789 -4.5832
H -4.3834 -2.4568 -4.5370
H -4.6806 -4.1984 -4.7508
H 5.4965 -3.7638 -2.0546
H 4.1446 -4.6318 -2.7933
H 5.5338 -5.5367 -2.1676
H 5.9853 -4.0673 0.4443
H 5.9138 -5.8186 0.2063
H 4.8878 -5.0541 1.4328
H 2.5329 -5.9563 -1.3231
H 2.8438 -6.1006 0.4042
H 3.9089 -6.9256 -0.7603
I 1.3324 -3.7099 5.0636
C 1.0302 -4.2689 3.0239
I -1.0745 -3.8788 2.2753
H 1.2304 -5.3361 2.9817
H 1.7662 -3.7214 2.4496
O -2.0102 -0.7633 4.1384
H -2.3998 -0.0057 3.6628
H -2.6717 -1.4980 4.0615
O -3.1289 -3.8711 1.4062
S -3.9418 -2.8096 2.1209
O -3.6339 -2.8657 3.5591
O -3.5060 -1.4912 1.5796
O -5.3473 -3.0539 1.8537
```

Properties
total charge	-2
highest occupied orbital energy	-2.325	eV
orbital gap	6.13	eV
electronic energy	-99778.769	eV
energy above the lowest of the compared OMol25 structures with the same formula, charge and spin	72.6	kJ/mol
E_LUMO	3.81	eV

Löwdin population analysis, charges in e, atoms 1 to 4:
1. Cd 1.34
2. C -0.08
3. O -0.18
4. C -0.22

=====

2.
Here is a 12-piece molecular cluster, C47H62F33NO23 overall in a non-equilibrium geometry from the OMol25 dataset. Energies are from ωB97M-V with the def2-TZVPD basis set.

```
166
C47H62F33NO23, DFT ωB97M-V with the def2-TZVPD basis set
C -2.0794 8.0154 1.0869
O -2.1775 9.1371 1.5767
N -2.8721 6.9710 1.4534
C -2.8781 5.6617 0.7940
C -3.9330 7.1654 2.4793
H -1.4006 7.7184 0.2725
H -2.9122 4.7987 1.4589
H -2.0740 5.5427 0.0678
H -3.7520 5.6306 0.1433
H -4.9284 6.9985 2.0678
H -3.8351 6.4836 3.3240
H -4.1417 8.1559 2.8836
C -4.4324 1.6177 -1.2683
C -5.4141 2.6857 -1.8341
O -5.9770 3.5589 -0.8899
C -7.0159 4.3651 -1.2041
O -7.6321 4.3741 -2.2987
C -7.3654 5.3655 -0.0984
F -8.4937 5.0271 0.5366
F -6.4312 5.4359 0.8623
F -7.4213 6.6080 -0.6236
H -5.0758 0.9433 -0.7032
H -3.6791 2.0463 -0.6073
H -3.9780 0.9900 -2.0348
H -6.1943 2.1446 -2.3695
H -4.8492 3.3357 -2.5023
C 3.3305 4.6280 -0.1732
C 3.6484 4.4455 1.3249
O 3.4364 5.6774 2.0696
C 2.1752 6.2842 2.0671
O 1.1809 5.6424 1.6802
C 1.9828 7.7671 2.6394
F 3.0909 8.3130 2.9958
F 1.3960 8.5155 1.7252
F 1.1380 7.6677 3.6655
H 3.7376 5.5340 -0.6223
H 2.2551 4.7638 -0.2876
H 3.6178 3.7303 -0.7206
H 4.7255 4.2835 1.3652
H 3.0680 3.6581 1.8058
C -1.0135 -2.2301 -0.0620
C -0.5779 -1.2719 1.0770
O -0.8807 0.0593 0.7281
C -0.1141 0.8085 -0.0360
O 0.9424 0.4776 -0.6187
C -0.5846 2.2474 -0.0811
F -0.8269 2.5512 -1.3921
F -1.7277 2.4742 0.5702
F 0.3243 2.9928 0.4452
H -2.0677 -2.1400 -0.3243
H -0.8544 -3.2772 0.1958
H -0.5409 -2.0447 -1.0266
H 0.5082 -1.3520 1.1235
H -0.9223 -1.6381 2.0441
C -0.5432 -0.9214 8.7488
C -1.1909 0.4360 8.5032
O -1.5991 0.6232 7.1976
C -0.7090 0.6376 6.2064
O 0.5164 0.5432 6.4043
C -1.3111 0.7473 4.8021
F -2.5546 1.1915 4.8039
F -0.5973 1.6460 4.0989
F -1.2587 -0.4218 4.1243
H -1.1960 -1.6656 8.2925
H -0.5781 -1.1892 9.8048
H 0.4806 -0.9794 8.3795
H -0.5775 1.2048 8.9730
H -2.1173 0.4547 9.0772
C -2.5928 -5.9883 -7.2276
C -2.3963 -4.4732 -7.1900
O -2.7750 -4.0016 -5.9201
C -1.9325 -4.0482 -4.8691
O -0.7299 -4.3310 -4.9274
C -2.5773 -3.9035 -3.4733
F -3.8656 -3.8456 -3.5591
F -2.2125 -4.9082 -2.6775
F -2.0923 -2.8091 -2.9070
H -1.9459 -6.5791 -6.5791
H -2.4434 -6.2845 -8.2659
H -3.6291 -6.2946 -7.0847
H -3.1176 -4.1093 -7.9217
H -1.4375 -4.1108 -7.5609
C 2.8664 1.9991 -3.6617
C 4.4158 1.9482 -3.9717
O 5.1749 2.4746 -2.8864
C 5.6167 3.7725 -2.9513
O 5.3840 4.6387 -3.8040
C 6.5613 4.1697 -1.8258
F 6.0142 5.2061 -1.1660
F 6.7260 3.1473 -0.9328
F 7.8029 4.5050 -2.2879
H 2.6563 1.7752 -2.6158
H 2.4243 1.1575 -4.1949
H 2.3964 2.9342 -3.9664
H 4.5799 2.4669 -4.9163
H 4.7112 0.9053 -4.0866
C -5.9044 -2.1911 -1.8453
C -5.5224 -2.6711 -0.4732
O -5.1775 -1.4639 0.2038
C -4.4730 -1.5318 1.2513
O -3.8361 -2.5553 1.5897
C -4.5428 -0.2152 2.0594
F -5.5389 0.6578 1.6908
F -4.5857 -0.5290 3.3438
F -3.3981 0.4236 1.8339
H -6.0736 -2.9995 -2.5565
H -5.0945 -1.6235 -2.3034
H -6.8373 -1.6288 -1.8041
H -4.7489 -3.4389 -0.4518
H -6.3704 -3.0834 0.0734
C -4.1085 -8.9428 -1.2773
C -3.5582 -9.1682 0.1993
O -2.4992 -8.2803 0.5051
C -2.7812 -7.0783 1.0894
O -3.9068 -6.7610 1.4182
C -1.5548 -6.1303 1.2787
F -0.4638 -6.8979 1.4211
F -1.3989 -5.4180 0.1566
F -1.7750 -5.3056 2.3618
H -4.9676 -9.5488 -1.5649
H -3.3190 -8.9253 -2.0287
H -4.4720 -7.9201 -1.3774
H -3.0890 -10.1369 0.3716
H -4.3288 -9.0549 0.9618
C 1.2949 -1.6940 -3.4543
C 2.4102 -2.4787 -2.7577
O 3.6260 -2.0195 -3.2933
C 4.7281 -2.8125 -3.2770
O 4.7744 -3.9175 -2.6913
C 5.9140 -2.1905 -4.1094
F 6.6223 -3.0893 -4.7116
F 5.4165 -1.3792 -5.0052
F 6.6543 -1.4317 -3.3066
H 1.4272 -1.8777 -4.5205
H 1.2534 -0.6357 -3.1969
H 0.2918 -2.0474 -3.2156
H 2.2089 -3.5406 -2.8987
H 2.3549 -2.3658 -1.6750
C 4.3946 -0.1071 -0.6757
C 5.7711 0.0166 -0.0411
O 6.4080 -1.2602 -0.2175
C 7.5725 -1.5781 0.4762
O 8.0134 -0.9338 1.4362
C 8.0970 -2.9937 0.1282
F 9.3872 -2.9585 -0.1126
F 7.9242 -3.8220 1.1559
F 7.5095 -3.4435 -0.9845
H 3.9870 -1.0901 -0.4397
H 4.3966 0.1189 -1.7420
H 3.6839 0.5334 -0.1536
H 5.5180 0.1593 1.0094
H 6.2484 0.8819 -0.5009
C 4.2189 1.6392 3.3689
C 3.0802 0.6012 3.6803
O 3.4566 -0.5828 2.9114
C 2.6549 -1.5506 2.8858
O 1.5359 -1.5167 3.3631
C 3.1814 -2.8559 2.1250
F 3.0391 -3.9165 2.8548
F 2.3799 -3.0001 1.0277
F 4.4423 -2.7643 1.6619
H 4.3334 1.8990 2.3165
H 5.1922 1.3569 3.7704
H 3.9791 2.5835 3.8575
H 2.1553 1.0808 3.3600
H 2.9383 0.3373 4.7284
```

Properties
total charge	-1
highest occupied orbital energy (spin up / spin down)	-0.235 / -5.473	eV
multiplicity	2
orbital gap (spin up / spin down)	1.88 / 7.12	eV
electronic energy	-188003.550	eV
E_LUMO (spin up / spin down)	1.65 / 1.65	eV
expectation value of S²	0.75

Löwdin population analysis, charges in e, atoms 1 to 4:
1. C -0.33
2. O -0.01
3. N -0.16
4. C -0.05

=====

Question: The lowest electronic energy belongs to which entry?
Answer: C47H62F33NO23

=====

Question: Which of these has the lowest electronic energy?
Answer: C47H62F33NO23